# 1
# C4H15NO3

A cluster of 3 separate species, C4H15NO3 in total at a distorted geometry (ωB97M-V with the def2-TZVPD basis set, the OMol25 dataset).

Element x y z (Å)
C -2.1537 0.7222 0.4570
C -0.7489 0.9486 1.0490
N 0.1886 -0.1116 1.1081
C 1.1110 0.0965 -0.1110
C 2.5161 0.4198 0.6843
O 3.0225 -0.9416 0.9505
H -2.6433 -0.2140 0.9424
H -2.7989 1.6978 0.5665
H -2.3037 0.4875 -0.6339
H -0.5178 1.9769 0.6209
H -1.0135 1.3671 2.0668
H -0.2123 -0.9555 1.0994
H 1.2454 -0.8226 -0.7089
H 0.8519 1.1183 -0.7318
H 2.3005 0.7081 1.7923
H 3.1626 1.1145 0.1458
H 2.6285 -1.3069 1.7147
O -0.3051 0.5026 -2.7382
H 0.5163 0.7288 -2.6224
H -0.9346 0.9762 -3.1637
O -1.2569 -2.5689 -0.5889
H -1.4959 -2.5055 -1.4984
H -1.1589 -3.4382 -0.4006

Forces on atoms 1 to 6 (eV/Å):
C -2.3 -0.8 -0.4
C -3.3 3.3 1.5
N 3.0 4.6 -2.8
C 1.7 2.7 2.2
C -2.6 -2.6 1.7
O 1.9 1.3 -2.4

Properties
Orbital gap in Eh: 0.339
HOMO level in hartree: -0.3160
SMILES: CCNCCO.O.O
Strongest force on any atom in eV/Å: 7.6
Lowest unoccupied orbital energy in eV: 0.6

Results of the natural (NBO) charge analysis, in e, for atoms 1 through 2:
1 C -0.629
2 C -0.234

# 2
# C10H11FeNS

A structure of composition C10H11FeNS at a distorted geometry (ωB97M-V with the def2-TZVPD basis set, the OMol25 dataset).

Element x y z (Å)
Fe -0.6077 -0.0407 -1.0725
C -0.6304 -1.4484 -3.1821
H 0.3803 -1.5756 -2.6032
H -1.1907 -2.3209 -2.9232
H -0.3083 -1.2804 -4.2004
H -1.2784 -0.5979 -2.9584
H -0.9682 1.2537 -1.8838
S 2.3835 1.8584 0.9930
C 2.7900 2.2484 -0.6406
C 1.8805 1.7139 -1.5489
C 0.8604 0.9983 -0.8871
C 1.0142 0.9613 0.5001
C 0.1107 0.2484 1.3405
C 0.0863 0.2503 2.7410
C -0.8444 -0.5283 3.4405
C -1.7437 -1.3007 2.6976
C -1.7229 -1.2483 1.3056
N -0.8290 -0.4875 0.6302
H 3.6624 2.8525 -0.8700
H 1.9326 1.8387 -2.6192
H 0.8027 0.8829 3.2807
H -0.8690 -0.5277 4.5400
H -2.4733 -1.9368 3.2001
H -2.4375 -1.8137 0.7202

Forces on atoms 1 to 6 (eV/Å):
Fe -1.7 -0.2 -5.0
C 2.2 -0.2 1.2
H -1.8 0.7 -0.7
H -0.3 -0.8 -0.7
H -0.3 -0.5 -0.4
H 0.2 0.5 0.4

Properties
Orbital gap (alpha / beta) in Eh: 0.209 / 0.282
HOMO level (alpha / beta) in hartree: -0.2057 / -0.2889
Strongest force on any atom in eV/Å: 5.3
Lowest unoccupied orbital energy (alpha / beta) in eV: 0.1 / -0.2
Multiplicity: 5

Results of the natural (NBO) charge analysis, in e, for atoms 1 through 2:
1 Fe 1.044
2 C -0.914

# 3
# C44H37IrN7O3S

A structure of composition C44H37IrN7O3S at a distorted geometry (ωB97M-V with the def2-TZVPD basis set, the OMol25 dataset).

Element x y z (Å)
Ir -1.4496 0.9028 0.8799
C -3.1439 0.0767 4.6953
C -2.8676 0.8252 3.4371
O -1.7781 0.5725 2.8489
C -3.7731 1.8302 2.9810
C -3.5976 2.6870 1.9100
C -4.5757 3.7960 1.6955
N -2.5500 2.5704 1.0320
N -2.4979 3.5108 0.0986
C -1.5459 3.2132 -0.8164
O -0.8452 2.1635 -0.6979
C -1.2819 4.1525 -1.9033
C -0.1824 3.9515 -2.7371
C 0.0597 4.8350 -3.7722
C -0.7955 5.9113 -3.9821
C -1.8934 6.1116 -3.1544
C -2.1377 5.2373 -2.1099
H -2.3282 -0.6050 4.9139
H -4.0764 -0.4821 4.5884
H -3.2792 0.7666 5.5294
H -4.6628 1.9793 3.5759
H -5.4490 3.6484 2.3247
H -4.8694 3.8578 0.6494
H -4.1161 4.7529 1.9490
H 0.4691 3.1045 -2.5701
H 0.9151 4.6908 -4.4175
H -0.6028 6.6007 -4.7929
H -2.5529 6.9519 -3.3203
H -2.9851 5.3851 -1.4557
C 11.0583 -4.6694 1.4907
O 9.8234 -5.3376 1.2737
C 8.7005 -4.5928 1.2312
C 8.6667 -3.2100 1.3974
C 7.4459 -2.5514 1.3428
C 6.2609 -3.2409 1.1258
C 6.3130 -4.6247 0.9537
C 7.5137 -5.2928 1.0043
C 4.9641 -2.5642 1.1020
N 3.7922 -3.1495 0.9942
C 2.8799 -2.1381 1.0325
C 3.4923 -0.9093 1.1704
N 4.8346 -1.2019 1.2141
C 2.7831 0.3228 1.2549
C 3.3252 1.6079 1.4168
C 2.4869 2.6908 1.4820
C 1.1064 2.5103 1.3778
N 0.5667 1.3111 1.2380
C 1.3822 0.2231 1.1741
C 0.7327 -1.0497 1.0271
N -0.6269 -1.0063 1.0116
C -1.2938 -2.1506 1.0445
C -0.6411 -3.3859 1.0152
C 0.7287 -3.4431 0.9571
C 1.4564 -2.2449 0.9903
H 11.8203 -5.4424 1.4722
H 11.0650 -4.1722 2.4629
H 11.2538 -3.9454 0.6970
H 9.5700 -2.6468 1.5691
H 7.4524 -1.4766 1.4800
H 5.3942 -5.1675 0.7795
H 7.5671 -6.3641 0.8725
H 5.5973 -0.5516 1.2833
H 4.3960 1.7479 1.4853
H 2.8753 3.6893 1.6184
H 0.4285 3.3510 1.4118
H -2.3688 -2.0870 1.0842
H -1.2362 -4.2874 1.0344
H 1.2593 -4.3844 0.9103
N -3.2718 0.0089 0.4214
S -4.3072 0.5116 -0.7773
C -5.2154 -0.9436 -1.2394
C -6.4986 -0.7190 -1.7187
C -7.2815 -1.8106 -2.0648
C -6.7862 -3.0954 -1.9048
C -5.5031 -3.3025 -1.4118
C -4.7060 -2.2238 -1.0706
C -3.2311 0.7325 -2.1616
C -2.1937 -0.1588 -2.4139
C -1.4115 0.0437 -3.5362
C -1.6746 1.1140 -4.3867
C -2.7108 1.9930 -4.1197
C -3.4999 1.8097 -2.9917
H -3.8433 -0.0694 1.2613
H -6.8805 0.2883 -1.8269
H -8.2798 -1.6541 -2.4483
H -7.4054 -3.9441 -2.1601
H -5.1261 -4.3088 -1.2933
H -3.7061 -2.3689 -0.6873
H -2.0203 -1.0059 -1.7624
H -0.6020 -0.6387 -3.7560
H -1.0654 1.2577 -5.2688
H -2.9010 2.8298 -4.7775
H -4.3112 2.4904 -2.7671

Forces on atoms 1 to 6 (eV/Å):
Ir -0.2 1.0 1.4
C 0.0 0.2 0.1
C 0.1 0.6 -0.1
O -0.3 -1.4 0.0
C 0.0 -0.3 -0.2
C 0.2 0.1 0.1

Properties
Orbital gap (alpha / beta) in Eh: 0.230 / 0.167
HOMO level (alpha / beta) in hartree: -0.4299 / -0.4299
Charge: +2
Strongest force on any atom in eV/Å: 1.8
Lowest unoccupied orbital energy (alpha / beta) in eV: -5.4 / -7.2
Multiplicity: 2

Results of the Mulliken charge analysis, in e, for atoms 1 through 2:
1 Ir 0.986
2 C -1.510

# 4
# C11H10

An isolated molecule of C11H10 at a distorted geometry (ωB97M-V with the def2-TZVPD basis set, the OMol25 dataset).

Element x y z (Å)
C -1.8358 0.6286 -0.5323
C -1.3597 -0.3441 -1.2650
C -0.9727 1.3414 0.2868
C -0.8016 2.5491 0.7979
C -1.4025 -1.7085 -1.7841
C 2.1997 0.5679 0.6297
C -0.1236 -1.0730 -1.1885
C 1.6994 -0.3026 1.7267
C 0.3901 -1.4190 0.1559
C 0.3273 -0.3839 1.1391
C 1.7843 -0.8610 0.3401
H -2.9405 0.9470 -0.3617
H -0.2475 2.7139 1.7507
H -1.1486 3.5892 0.4250
H -1.8934 -2.3934 -1.1875
H -1.4661 -1.9705 -2.8905
H 1.6916 1.3613 0.1505
H 3.2746 0.6087 0.4364
H 0.7418 -0.7748 -1.7885
H 2.0150 -0.5534 2.7441
H 0.0681 -2.5230 0.4151

Forces on atoms 1 to 6 (eV/Å):
C -3.2 1.5 0.1
C 0.1 -1.0 -0.5
C 2.6 -0.2 2.3
C 0.2 1.6 0.6
C 1.1 1.0 -2.7
C 2.6 -0.6 -1.4

Properties
Orbital gap (alpha / beta) in Eh: 0.285 / 0.285
HOMO level (alpha / beta) in hartree: -0.2756 / -0.2756
Strongest force on any atom in eV/Å: 3.6
Lowest unoccupied orbital energy (alpha / beta) in eV: 0.2 / 0.2

Results of the natural (NBO) charge analysis, in e, for atoms 1 through 2:
1 C -0.307
2 C 0.050

Question: strongest force on any atom of number 2 (C10H11FeNS)?
Answer: 5.3 eV/Å

Question: Among the records above, which one has the highest strongest force on any atom?
Answer: C4H15NO3

Question: Among the records above, which one has the lowest strongest force on any atom?
Answer: C44H37IrN7O3S

Copy entry 2 word for word.
# C10H11FeNS

A structure of composition C10H11FeNS at a distorted geometry (ωB97M-V with the def2-TZVPD basis set, the OMol25 dataset).

Element x y z (Å)
Fe -0.6077 -0.0407 -1.0725
C -0.6304 -1.4484 -3.1821
H 0.3803 -1.5756 -2.6032
H -1.1907 -2.3209 -2.9232
H -0.3083 -1.2804 -4.2004
H -1.2784 -0.5979 -2.9584
H -0.9682 1.2537 -1.8838
S 2.3835 1.8584 0.9930
C 2.7900 2.2484 -0.6406
C 1.8805 1.7139 -1.5489
C 0.8604 0.9983 -0.8871
C 1.0142 0.9613 0.5001
C 0.1107 0.2484 1.3405
C 0.0863 0.2503 2.7410
C -0.8444 -0.5283 3.4405
C -1.7437 -1.3007 2.6976
C -1.7229 -1.2483 1.3056
N -0.8290 -0.4875 0.6302
H 3.6624 2.8525 -0.8700
H 1.9326 1.8387 -2.6192
H 0.8027 0.8829 3.2807
H -0.8690 -0.5277 4.5400
H -2.4733 -1.9368 3.2001
H -2.4375 -1.8137 0.7202

Forces on atoms 1 to 6 (eV/Å):
Fe -1.7 -0.2 -5.0
C 2.2 -0.2 1.2
H -1.8 0.7 -0.7
H -0.3 -0.8 -0.7
H -0.3 -0.5 -0.4
H 0.2 0.5 0.4

Properties
Orbital gap (alpha / beta) in Eh: 0.209 / 0.282
HOMO level (alpha / beta) in hartree: -0.2057 / -0.2889
Strongest force on any atom in eV/Å: 5.3
Lowest unoccupied orbital energy (alpha / beta) in eV: 0.1 / -0.2
Multiplicity: 5

Results of the natural (NBO) charge analysis, in e, for atoms 1 through 2:
1 Fe 1.044
2 C -0.914